# 1
Computed, not measured: C10H13F2OPS in the gas phase, with wB97M-V/def2-TZVPD.

Atoms and positions in Å:
C: 1.15809 0.50637 0.97983
C: 1.56309 -0.49630 -1.14523
C: -0.01267 -0.21812 0.98220
C: 0.31089 -1.05637 -1.22712
C: 2.00847 0.34513 -0.11406
C: -0.42719 -0.96744 -0.06633
C: 4.24590 -0.20302 0.33394
C: 3.36899 1.02063 -0.15466
C: -3.01556 -0.69736 -1.03384
C: -3.23277 0.82244 -0.23309
O: -2.63537 -1.47626 1.33467
F: -2.27046 1.60080 -0.72416
F: -4.38490 1.18323 -0.89725
P: -3.45337 0.78667 1.61073
S: -2.06952 -1.80779 0.00651
H: 1.43515 1.21369 1.67249
H: 2.30791 -0.43577 -1.86612
H: -0.64344 -0.15826 1.88023
H: -0.02555 -1.54387 -2.11220
H: 3.75735 -0.71578 1.06466
H: 5.24801 0.16299 0.79626
H: 4.57399 -0.94138 -0.39949
H: 3.86673 1.15163 -1.14992
H: 3.36045 1.78572 0.56842
H: -3.89416 -1.24116 -1.29491
H: -2.66510 -0.59053 -2.05127
H: -3.93504 2.10244 1.62685
H: -4.53991 -0.13230 1.61286

Calculated values
Kohn-Sham gap, eV: 9.134
2S+1: 1



# 2
Computed, not measured: a 2-piece molecular cluster, C8H16O4 overall, with wB97M-V/def2-TZVPD.

Atoms and positions in Å:
C: -1.82333 0.55564 -2.69698
C: -1.25226 -0.81431 -3.07347
O: -0.16787 -1.06590 -2.23252
C: 0.87436 -0.11701 -2.19827
C: 0.30416 1.33157 -1.94176
O: -0.89018 1.62525 -2.66452
H: -2.18480 0.39090 -1.66371
H: -2.69227 0.85574 -3.31370
H: -0.90371 -0.86565 -4.12291
H: -1.99986 -1.61758 -2.92746
H: 1.54031 -0.40794 -1.36320
H: 1.45147 -0.21288 -3.13806
H: 0.02605 1.43286 -0.87506
H: 1.13106 2.03962 -2.14269
C: 1.11005 -1.44810 2.90843
C: 1.85407 -0.05589 2.76504
O: 0.93320 1.07322 2.81029
C: -0.22013 0.98522 1.95276
C: -0.84158 -0.36984 2.23590
O: -0.00204 -1.46283 2.00320
H: 0.79081 -1.47078 3.96815
H: 1.78138 -2.31216 2.74058
H: 2.35791 -0.05916 1.77936
H: 2.63615 0.04102 3.54248
H: -0.96333 1.80152 2.03488
H: 0.11574 0.94063 0.89888
H: -1.32132 -0.30157 3.23121
H: -1.64405 -0.49160 1.48313

Calculated values
Relative energy (zero: lowest compared OMol25 entry of this formula, charge and spin), eV: 3.2798
Kohn-Sham gap, eV: 10.108
2S+1: 1



# 3
Computed, not measured: C19H39MoO3P3S as an isolated structure, with wB97M-V/def2-TZVPD.

Atoms and positions in Å:
P: 3.70562 -0.24160 0.44716
C: 4.25272 -0.32573 2.19221
H: 5.32935 -0.53061 2.22770
H: 3.70818 -1.12281 2.71531
H: 4.05760 0.63358 2.69088
C: 3.64978 -1.92971 -0.14884
H: 3.31281 -1.95599 -1.19714
H: 2.97116 -2.53522 0.47152
H: 4.66783 -2.34903 -0.10618
C: 4.88166 0.78956 -0.42451
H: 5.83438 0.25709 -0.53990
H: 5.06876 1.71777 0.12855
H: 4.48964 1.03545 -1.41874
P: -1.04549 3.53265 -0.67816
C: -0.90865 3.87593 1.09208
H: -1.28644 4.88520 1.27218
H: 0.13623 3.79042 1.40213
H: -1.50317 3.13490 1.63315
C: -0.25886 5.03435 -1.35218
H: -0.33306 5.03384 -2.44508
H: 0.79597 5.05543 -1.06011
H: -0.78985 5.89951 -0.93618
C: -2.78001 4.01738 -0.96365
H: -2.85924 5.09325 -0.77311
H: -3.42967 3.45867 -0.28168
H: -3.06295 3.79929 -1.99844
P: -2.98420 -2.30953 0.51661
C: -3.61678 -2.33876 2.17164
H: -4.40409 -3.12131 2.17721
H: -4.06447 -1.35589 2.42475
H: -2.82479 -2.59479 2.90455
C: -4.26922 -2.20915 -0.72040
H: -4.91072 -3.08884 -0.57264
H: -3.83118 -2.20889 -1.72883
H: -4.84003 -1.28107 -0.55836
C: -1.91185 -3.68720 0.13672
H: -2.43890 -4.59866 0.45822
H: -0.95437 -3.57917 0.66691
H: -1.74192 -3.71057 -0.94956
Mo: -0.23271 0.53566 -2.53774
C: 2.11438 0.63427 0.70967
O: 1.08511 1.13704 0.93250
C: -1.83538 -0.86220 -0.05445
O: -1.44524 0.02191 0.67200
C: -1.40344 0.17125 -4.24320
C: -0.73396 -1.01394 -3.85654
C: 0.66480 -0.99812 -3.62380
C: 1.40575 0.20807 -3.76619
C: 0.72432 1.40479 -4.16789
C: -0.67815 1.37162 -4.39565
H: -2.48748 0.17060 -4.31922
H: -1.29963 -1.91936 -3.67550
H: 1.14824 -1.88673 -3.21996
H: 2.42845 0.25773 -3.41630
H: 1.24606 2.35760 -4.11564
H: -1.22062 2.30179 -4.59045
C: 0.30953 -3.10631 4.22136
S: -0.05270 -1.83235 3.00821
C: 0.52107 -0.41722 3.95287
O: 0.94088 -2.00275 1.88823
H: -0.21102 -2.86311 5.15871
H: 1.39362 -3.14548 4.36638
H: -0.06515 -4.05785 3.82871
H: 1.61789 -0.44340 3.96978
H: 0.15616 0.47634 3.43296
H: 0.09741 -0.46960 4.96534

Calculated values
Expectation value of S²: 2.015
Kohn-Sham gap (alpha / beta), eV: 4.010 / 3.947
2S+1: 3
Total charge: +4



# 4
Computed, not measured: C19H37BrCoSi4 as an isolated structure, with wB97M-V/def2-TZVPD.

Atoms and positions in Å:
C: 4.26370 0.82029 -1.00378
C: 3.37677 1.76390 -1.53989
C: 2.37371 2.00918 -0.57031
H: 3.41512 2.19022 -2.52537
C: 2.66152 1.23121 0.56557
C: 3.80532 0.46738 0.29353
H: 4.25652 -0.24768 0.95866
H: 5.13331 0.42158 -1.49444
H: 1.51427 2.63938 -0.69860
H: 2.06806 1.17986 1.45750
Co: 2.21471 -0.18482 -1.24806
Br: 0.67507 0.95469 -2.94459
C: 1.43943 -2.23837 -1.94624
C: 2.36440 -2.43854 -0.89232
C: 3.61779 -1.99613 -1.33752
H: 2.12933 -2.81534 0.08599
C: 3.47040 -1.50642 -2.66255
C: 2.13291 -1.69299 -3.04101
H: 1.69873 -1.40539 -3.97863
H: 0.38252 -2.42027 -1.90005
H: 4.53047 -2.01424 -0.76990
H: 4.24327 -1.07828 -3.27616
C: -0.35864 -1.49413 2.77829
Si: -0.54618 0.26053 2.15779
C: -2.20602 0.68018 2.95675
C: 0.67182 1.07591 3.36559
Si: -0.33829 -0.25006 -0.19051
Si: -1.90700 -1.88837 -0.64443
C: -3.53336 -1.65647 0.24002
C: -2.31562 -1.75911 -2.47091
C: -1.40177 -3.65465 -0.22396
Si: -1.17179 2.00836 0.07482
C: -3.06058 1.94510 0.09858
C: -0.56545 3.34799 1.26767
C: -1.14610 3.01132 -1.52882
H: -0.42212 -1.51378 3.88532
H: 0.62379 -1.90251 2.46057
H: -1.17504 -2.11786 2.37679
H: -2.12585 0.50168 4.04816
H: -2.48613 1.74185 2.83453
H: -3.00539 0.01872 2.58204
H: 1.62011 0.50091 3.40614
H: 0.89130 2.13819 3.16194
H: 0.24448 1.01219 4.38718
H: -3.97156 -0.67188 0.00317
H: -4.23845 -2.44024 -0.10555
H: -3.39111 -1.77357 1.32955
H: -1.42427 -1.94098 -3.10358
H: -3.09475 -2.50522 -2.72720
H: -2.70104 -0.74113 -2.68460
H: -0.49328 -3.99341 -0.75238
H: -1.23208 -3.76112 0.86175
H: -2.23358 -4.32988 -0.51425
H: -3.52463 1.41945 0.93830
H: -3.45772 2.98103 0.09500
H: -3.40185 1.44359 -0.83013
H: 0.52693 3.50120 1.17666
H: -1.07111 4.29995 1.00703
H: -0.83633 3.14873 2.31647
H: -0.14042 3.33489 -1.84424
H: -1.63822 2.44056 -2.34294
H: -1.73002 3.94283 -1.37849

Calculated values
Expectation value of S²: 6.033
Relative energy (zero: lowest compared OMol25 entry of this formula, charge and spin), eV: 0.0000
Kohn-Sham gap (alpha / beta), eV: 6.453 / 6.240
2S+1: 5
Total charge: -1